Record 1
67
Properties=species:S:1:pos:R:3 method="wB97M-V/def2-TZVPD" homo_ev=-10.291 total_charge=+1 energy_ev=-69614.380 homo_lumo_gap_ha=0.2258
C -1.099 -1.157 4.094
O -1.582 0.042 3.492
C -2.560 -0.258 2.526
C -1.996 -0.947 1.291
C -0.997 -0.434 0.408
C -0.427 0.896 0.565
C -0.805 1.961 1.590
C 0.253 2.192 2.735
C 0.130 3.689 3.143
N -1.297 3.993 3.469
C 0.588 1.292 -0.298
P 1.389 2.991 -0.075
C 0.950 3.989 -1.603
O 3.051 2.822 -0.009
C 1.091 0.477 -1.374
C 2.234 0.894 -2.290
C 3.539 0.098 -2.002
O 3.695 0.014 -0.586
C 4.805 0.765 -2.662
N 5.406 1.847 -1.894
C 0.508 -0.792 -1.560
P 1.179 -1.840 -2.936
O 1.856 -3.069 -2.443
C -0.516 -1.236 -0.689
C -1.122 -2.526 -0.877
N -0.761 -3.367 -1.969
C -2.081 -2.983 -0.005
C -2.637 -4.366 -0.232
C -3.810 -4.310 -1.325
C -5.178 -3.757 -0.788
O -4.180 -3.032 -1.736
N -2.490 -2.166 1.029
Cl -3.724 -2.872 1.995
H -1.936 -1.757 4.489
H -0.384 -0.860 4.868
H -0.540 -1.788 3.374
H -3.083 0.649 2.188
H -3.327 -0.818 3.073
H -1.777 1.921 2.071
H -0.830 2.924 1.053
H 1.262 1.985 2.352
H 0.011 1.630 3.640
H 0.714 3.920 4.041
H 0.397 4.306 2.272
H -1.305 4.864 3.996
H -1.797 4.237 2.617
H 1.780 4.627 -1.934
H 0.132 4.652 -1.282
H 0.543 3.367 -2.416
H 3.430 3.576 -0.485
H 1.879 0.733 -3.318
H 2.489 1.958 -2.239
H 3.515 -0.936 -2.386
H 4.582 -0.347 -0.458
H 5.558 -0.045 -2.682
H 4.616 1.026 -3.713
H 5.751 1.496 -1.011
H 4.702 2.557 -1.748
H 0.061 -2.175 -3.740
H 2.063 -1.144 -3.772
H -0.259 -4.176 -1.611
H -1.603 -3.678 -2.446
H -3.022 -4.902 0.636
H -1.942 -5.045 -0.737
H -3.868 -5.133 -2.051
H -5.213 -2.873 -0.148
H -6.013 -3.603 -1.481


Record 2
65
Properties=species:S:1:pos:R:3 method="wB97M-V/def2-TZVPD" homo_ev="-16.822 / -16.418" total_charge=+3 energy_ev=-53694.628 homo_lumo_gap_ha="0.2402 / 0.2139"
Sn -0.106 -0.376 -0.430
C 0.859 -2.328 -3.500
C 0.292 -2.988 -2.245
N 0.777 -2.397 -0.962
C 2.240 -2.502 -0.741
C 2.593 -1.778 0.545
N 2.158 -0.363 0.464
C 3.043 0.467 -0.395
C 2.904 1.966 -0.150
C 1.487 2.503 0.027
N 0.489 1.980 -0.935
C 0.741 2.136 -2.375
C -0.279 1.290 -3.121
N -0.161 -0.150 -2.764
C 0.980 -0.808 -3.459
H 0.201 -2.619 -4.321
H 1.837 -2.735 -3.757
H 0.528 -4.053 -2.253
H -0.795 -2.903 -2.225
H 0.334 -2.939 -0.215
H 2.761 -2.083 -1.600
H 2.533 -3.551 -0.664
H 3.665 -1.844 0.741
H 2.074 -2.247 1.384
H 2.156 0.025 1.404
H 2.812 0.224 -1.432
H 4.084 0.173 -0.238
H 3.420 2.480 -0.962
H 3.453 2.237 0.755
H 1.508 3.594 -0.016
H 1.106 2.240 1.018
H -0.400 2.430 -0.719
H 1.760 1.822 -2.594
H 0.650 3.178 -2.690
H -0.170 1.425 -4.198
H -1.289 1.615 -2.857
H -1.025 -0.607 -3.056
H 1.895 -0.501 -2.955
H 1.052 -0.425 -4.479
N -1.556 0.125 3.553
C -2.331 1.187 3.674
C -2.611 1.730 4.958
C -3.542 2.731 5.109
C -4.226 3.221 4.000
C -3.939 2.745 2.687
C -4.625 3.226 1.557
C -4.289 2.731 0.322
C -3.251 1.797 0.239
N -2.574 1.327 1.274
C -2.946 1.771 2.490
H -1.206 -0.337 4.382
H -1.497 -0.382 2.673
H -2.110 1.310 5.821
H -3.762 3.120 6.094
H -4.990 3.978 4.125
H -5.409 3.965 1.671
H -4.805 3.050 -0.573
H -2.974 1.403 -0.736
Cl -4.304 -1.480 1.951
C -3.486 -2.483 0.728
C -2.203 -1.798 0.328
O -2.081 -1.286 -0.825
O -1.227 -1.722 1.130
H -4.149 -2.590 -0.125
H -3.274 -3.450 1.177


Record 3
77
Properties=species:S:1:pos:R:3 method="wB97M-V/def2-TZVPD" homo_ev=-9.267 total_charge=0 energy_ev=-83916.265 homo_lumo_gap_ha=0.3582
C 4.386 1.614 -1.878
C 3.793 0.124 -2.338
O 3.516 -0.638 -1.100
C 2.686 -1.847 -1.409
C 1.110 -1.378 -1.518
O 0.365 -2.060 -2.604
C -0.630 -1.150 -3.213
Si -2.392 -1.330 -2.374
C -2.334 -0.965 -0.484
O -1.371 0.129 -0.126
C -1.363 0.234 1.351
C -3.760 -0.378 -3.346
C -5.290 -0.873 -2.886
C -3.584 1.251 -3.373
C -3.341 1.951 -1.910
H 4.778 1.475 -0.761
H 3.478 2.353 -1.861
H 5.255 1.985 -2.608
H 4.585 -0.430 -3.022
H 2.836 0.314 -2.998
H 3.065 -2.434 -2.351
H 2.810 -2.575 -0.479
H 0.601 -1.672 -0.492
H 1.057 -0.196 -1.583
H -0.283 -0.035 -3.297
H -0.796 -1.539 -4.329
H -2.725 -2.770 -2.505
H -3.372 -0.682 0.000
H -1.878 -1.938 0.030
H -0.986 -0.764 1.835
H -0.714 1.121 1.760
H -2.474 0.415 1.681
H -3.667 -0.740 -4.480
H -5.142 -1.663 -2.035
H -5.787 -1.460 -3.798
H -5.999 0.019 -2.619
H -2.722 1.619 -4.105
H -4.601 1.704 -3.805
H -3.856 1.326 -1.035
H -3.749 3.043 -1.808
H -2.158 2.021 -1.765
C 5.700 -3.008 1.726
C 6.513 -3.725 0.637
C 5.924 -5.047 0.155
F 5.804 -5.955 1.147
F 6.727 -5.612 -0.786
F 7.794 -3.877 1.067
F 6.584 -2.875 -0.437
O 6.120 -3.224 3.078
C 5.639 -4.423 3.682
C 6.755 -5.431 3.986
F 7.465 -5.749 2.875
F 6.245 -6.596 4.468
F 4.652 -4.941 2.912
F 5.040 -4.040 4.843
H 5.850 -1.933 1.567
H 4.620 -3.153 1.606
H 4.940 -4.898 -0.300
H 7.453 -5.029 4.726
C -5.431 5.510 1.213
C -5.991 4.603 2.319
C -5.481 4.905 3.725
F -4.140 4.783 3.828
F -6.015 4.034 4.623
F -5.777 3.304 1.979
F -7.353 4.762 2.319
O -4.311 5.001 0.480
C -3.041 5.182 1.102
C -2.386 3.861 1.524
F -3.184 3.142 2.352
F -1.227 4.082 2.200
F -3.171 6.060 2.126
F -2.260 5.805 0.177
H -6.223 5.607 0.461
H -5.259 6.536 1.561
H -5.763 5.915 4.038
H -2.162 3.240 0.652


Record 4
61
Properties=species:S:1:pos:R:3 method="wB97M-V/def2-TZVPD" homo_ev=-8.335 total_charge=0 energy_ev=-42287.625 homo_lumo_gap_ha=0.3317
C -0.396 3.468 0.918
C -1.384 2.460 1.488
H -2.240 2.341 0.814
H -1.728 2.764 2.479
O -0.761 1.189 1.674
C -0.811 0.322 0.656
O -1.427 0.527 -0.358
C -0.057 -0.967 0.985
C 0.245 -1.729 -0.307
C 1.177 -0.928 -1.212
N 2.399 -0.546 -0.522
C 2.127 0.202 0.692
C 1.283 -0.635 1.647
H 1.129 -0.090 2.578
H 1.818 -1.561 1.856
H 3.086 0.446 1.160
H 1.602 1.150 0.486
C 3.333 0.145 -1.396
C 2.812 1.469 -1.850
N 1.855 1.618 -2.690
C 1.445 2.908 -2.822
C 2.126 3.786 -2.037
S 3.324 2.977 -1.100
H 2.010 4.847 -1.950
C 0.299 3.199 -3.744
C -1.013 3.186 -2.951
H -1.124 2.251 -2.406
H -1.034 4.012 -2.242
H -1.858 3.292 -3.628
C 0.476 4.524 -4.481
H 0.443 5.360 -3.785
H -0.322 4.654 -5.208
H 1.429 4.548 -5.005
H 0.271 2.382 -4.471
H 3.510 -0.491 -2.267
H 4.273 0.283 -0.854
H 1.463 -1.543 -2.069
H 0.639 -0.050 -1.599
H -0.680 -1.920 -0.853
H 0.707 -2.681 -0.049
C -1.016 -1.734 1.922
H -1.951 -1.898 1.382
H -1.232 -1.089 2.776
C -0.501 -3.073 2.483
H 0.497 -2.911 2.904
C -1.420 -3.588 3.605
C -2.726 -4.145 3.043
C -2.396 -5.214 2.005
C -1.471 -4.615 0.946
H -1.124 -5.384 0.252
O -0.293 -4.076 1.507
H -2.012 -3.851 0.370
H -3.302 -5.589 1.527
H -1.888 -6.048 2.492
H -3.309 -3.347 2.581
H -3.325 -4.572 3.850
H -1.615 -2.785 4.317
H -0.896 -4.390 4.130
H -0.060 3.146 -0.065
H 0.468 3.560 1.573
H -0.875 4.438 0.825


Record 5
63
Properties=species:S:1:pos:R:3 method="wB97M-V/def2-TZVPD" homo_ev=-4.839 total_charge=-1 energy_ev=-44835.806 homo_lumo_gap_ha=0.2840
C 5.102 -2.244 2.137
C 5.663 -2.698 0.774
C 4.728 -2.282 -0.376
C 3.569 -3.265 -0.557
C 2.524 -2.749 -1.556
C 1.517 -1.802 -0.872
C 0.150 -1.793 -1.557
C -1.021 -1.443 -0.574
N -1.645 -0.178 -0.947
N -2.933 -0.244 -1.490
C -3.965 -0.841 -0.635
C -5.140 0.104 -0.366
C -6.207 -0.673 0.430
C -7.026 0.230 1.362
C -1.367 0.950 -0.114
O 0.081 0.985 0.092
C 0.785 1.711 -0.827
O 0.922 1.395 -1.993
C 1.456 2.938 -0.285
C 2.253 3.659 -1.120
C 2.858 4.793 -0.691
C 2.666 5.198 0.600
C 1.890 4.476 1.444
C 1.287 3.339 1.004
P -2.039 0.891 1.629
O -2.024 -0.462 2.258
C -1.851 2.339 -0.652
O -2.120 2.542 -1.843
O -1.922 3.140 0.316
H 5.903 -1.831 2.745
H 4.313 -1.505 2.034
H 4.690 -3.108 2.653
H 6.623 -2.221 0.576
H 5.820 -3.775 0.749
H 4.272 -1.333 -0.097
H 5.268 -2.185 -1.317
H 3.119 -3.379 0.432
H 3.939 -4.256 -0.831
H 2.029 -3.617 -1.996
H 3.055 -2.241 -2.363
H 1.972 -0.816 -0.895
H 1.415 -2.157 0.152
H 0.145 -1.121 -2.411
H -0.014 -2.807 -1.937
H -1.698 -2.295 -0.605
H -0.572 -1.427 0.413
H -2.882 -0.759 -2.355
H -4.407 -1.702 -1.151
H -3.595 -1.180 0.334
H -5.541 0.513 -1.291
H -4.839 0.937 0.270
H -6.835 -1.264 -0.236
H -5.650 -1.352 1.076
H -6.442 0.404 2.263
H -7.295 1.179 0.907
H -7.913 -0.316 1.687
H 2.388 3.305 -2.130
H 3.492 5.381 -1.336
H 3.150 6.109 0.930
H 1.745 4.790 2.467
H 0.666 2.750 1.659
H -3.304 1.507 1.640
H -1.210 1.756 2.374


Record 6
65
Properties=species:S:1:pos:R:3 method="wB97M-V/def2-TZVPD" homo_ev=-8.293 total_charge=0 energy_ev=-39462.283 homo_lumo_gap_ha=0.3280
C -2.280 1.748 5.251
H -2.117 2.518 6.001
C -1.286 1.908 4.107
C -1.373 0.787 3.070
C -2.690 0.786 2.293
C -2.694 -0.229 1.151
H -3.717 -0.396 0.810
C -1.860 0.250 -0.041
N -1.628 -0.819 -0.978
C -0.602 -1.696 -0.994
N -0.703 -2.585 -1.969
C -1.852 -2.276 -2.607
C -2.459 -1.179 -2.014
C -3.686 -0.625 -2.495
O -4.283 0.337 -2.046
N -4.160 -1.343 -3.598
C -3.579 -2.445 -4.212
O -4.101 -2.973 -5.170
N -2.391 -2.905 -3.684
C -1.723 -4.043 -4.274
H -2.324 -4.381 -5.117
H -1.627 -4.837 -3.534
H -0.728 -3.752 -4.610
C -5.409 -0.901 -4.198
H -5.760 -0.043 -3.628
H -5.242 -0.625 -5.238
H -6.140 -1.707 -4.165
C 0.520 -1.676 -0.015
N 1.147 -0.365 0.055
C 2.105 -0.274 1.144
C 2.601 1.170 1.257
N 3.181 1.587 0.003
C 4.511 1.730 -0.217
O 5.000 1.927 -1.304
O 5.228 1.670 0.927
C 6.630 1.895 0.774
C 7.279 1.789 2.141
H 6.857 2.529 2.814
H 7.111 0.800 2.561
H 8.348 1.959 2.050
H 6.785 2.886 0.334
H 7.036 1.150 0.080
C 2.281 1.443 -1.119
C 1.784 0.000 -1.202
H 1.052 -0.092 -2.007
H 2.633 -0.667 -1.428
H 2.820 1.718 -2.025
H 1.432 2.118 -0.974
H 3.343 1.259 2.048
H 1.754 1.828 1.477
H 1.610 -0.562 2.074
H 2.967 -0.944 0.982
H 1.227 -2.469 -0.309
H 0.132 -1.913 0.981
H -0.884 0.613 0.285
H -2.399 1.043 -0.564
H -2.300 -1.183 1.511
H -2.877 1.782 1.887
H -3.507 0.546 2.974
H -0.541 0.900 2.373
H -1.254 -0.176 3.574
H -0.274 1.922 4.519
H -1.454 2.868 3.612
H -3.303 1.836 4.895
H -2.161 0.777 5.726